No. 1
{"formula": "C7H10O2", "method": "ωB97M-V/def2-TZVPD", "species": ["C", "C", "C", "C", "C", "C", "C", "O", "O", "H", "H", "H", "H", "H", "H", "H", "H", "H", "H"], "positions_angstrom": [[2.2578, -0.3926, -1.0273], [1.7284, 0.7615, -0.5688], [-1.6283, -0.4387, 0.3879], [-0.5435, -0.3379, -0.6832], [-0.8577, -0.5782, 1.5979], [0.3208, 0.1915, 1.5506], [0.2742, 0.7915, -0.1702], [0.4228, -1.1725, 1.4743], [-0.2556, 2.1005, -0.2867], [3.2974, -0.6249, -1.2611], [1.5942, -1.2418, -1.1442], [2.2719, 1.6500, -0.6311], [-2.3634, 0.4603, 0.5029], [-2.2881, -1.2054, 0.1875], [0.0149, -1.2981, -0.5400], [-0.9963, -0.1693, -1.7088], [-1.2510, -0.9216, 2.6223], [0.8684, 0.7250, 2.3406], [-1.2082, 2.0945, -0.0874]], "gap_ha": [0.21599, 0.27201], "e_tot_ha": -422.92583, "homo_energy_ev": [-5.07, -9.22], "spin_multiplicity": 3}



No. 2
{"formula": "C7H10OP2", "method": "ωB97M-V/def2-TZVPD", "species": ["C", "C", "C", "C", "C", "C", "C", "O", "P", "P", "H", "H", "H", "H", "H", "H", "H", "H", "H", "H"], "positions_angstrom": [[3.0830, -0.1003, -0.4913], [2.6871, -1.3308, 0.1263], [2.2830, 1.0199, -0.4948], [1.5051, -1.2894, 0.7977], [1.0397, 0.9202, 0.0840], [0.5946, -0.2370, 0.7270], [-0.8041, -0.3425, 1.1715], [-3.4480, 0.2994, 1.2114], [-2.6650, 1.2094, -1.4486], [-1.9956, 0.7202, 0.5905], [4.0564, -0.2022, -0.8305], [3.1971, -2.2287, -0.0014], [2.7266, 1.9196, -1.1140], [1.2810, -2.2607, 1.2549], [0.3198, 1.6286, 0.0331], [-1.1336, -1.3489, 1.2044], [-4.1456, 0.4356, 0.5603], [-3.4022, 0.1112, -1.6035], [-1.5764, 0.8506, -2.1271], [-1.6662, 2.0194, 0.8401]], "gap_ha": 0.27022, "e_tot_ha": -1030.57707, "homo_energy_ev": -7.00, "spin_multiplicity": 1}



No. 3
{"formula": "C7H10S", "method": "ωB97M-V/def2-TZVPD", "species": ["C", "C", "C", "C", "C", "C", "C", "H", "H", "H", "H", "H", "H", "H", "H", "H", "H", "S"], "positions_angstrom": [[2.3882, -1.1555, 0.1436], [1.3389, -0.3687, 0.0032], [1.2597, 0.9315, -0.7905], [0.3890, 1.8302, 0.1084], [-0.6283, 0.8974, 0.7530], [-1.8535, 0.5639, -0.1439], [0.0156, -0.5270, 0.7065], [3.3282, -0.9365, -0.3869], [2.3599, -2.0687, 0.7837], [0.7744, 0.7457, -1.7304], [2.2446, 1.3351, -0.9974], [-0.0739, 2.6677, -0.4374], [1.0109, 2.2349, 0.9034], [-0.9406, 1.2026, 1.7506], [-1.8722, 1.1072, -1.0657], [-2.8218, 0.6809, 0.3661], [0.0771, -1.0760, 1.6565], [-1.3465, -1.1827, -0.3453]], "gap_ha": 0.35047, "e_tot_ha": -670.87792, "homo_energy_ev": -8.57, "spin_multiplicity": 1}



No. 4
{"formula": "C7H11BBeFLiN3O20PS2", "method": "ωB97M-V/def2-TZVPD", "species": ["O", "N", "O", "S", "O", "O", "N", "S", "O", "O", "H", "O", "H", "H", "H", "B", "O", "C", "O", "C", "O", "O", "O", "C", "O", "C", "O", "O", "Li", "Be", "C", "C", "O", "N", "C", "H", "H", "H", "H", "H", "H", "H", "F", "O", "P", "O", "O", "O"], "positions_angstrom": [[1.6950, 3.3906, 0.4206], [1.2749, 2.9107, 1.4787], [0.0655, 3.4124, 1.7875], [-1.1686, 2.6743, 0.8221], [-0.7733, 1.1984, 0.4379], [-1.3646, 3.4935, -0.4758], [-2.5797, 2.5506, 1.8429], [-4.0151, 3.1888, 1.0791], [-4.0738, 4.7502, 1.0284], [-5.2471, 2.7412, 1.9582], [-4.2689, 2.6977, -0.2111], [0.3580, 5.8904, -0.0474], [1.0483, 5.2184, 0.1849], [-0.1372, 6.1935, 0.7557], [-0.2578, 5.5506, -0.7456], [-1.8476, -3.1276, -0.1626], [-0.4450, -2.7910, -0.4267], [0.1805, -3.9385, -0.7242], [1.3668, -4.0192, -0.9989], [-0.7527, -5.0332, -0.6687], [-0.4977, -6.2063, -0.8880], [-1.9691, -4.5785, -0.3361], [-2.2364, -2.7269, 1.1934], [-3.2541, -1.8638, 1.0668], [-3.8201, -1.3312, 2.0077], [-3.5622, -1.6716, -0.3262], [-4.4356, -0.9473, -0.7755], [-2.7396, -2.4131, -1.0813], [2.3529, 5.3482, -0.9024], [1.4529, 0.8793, 1.3217], [4.2730, -2.6768, -2.0086], [5.5548, -3.1741, -1.4034], [6.0002, -2.7278, -0.3478], [6.2299, -4.1560, -2.0675], [5.8654, -4.7970, -3.3076], [3.8405, -1.8961, -1.3759], [4.4673, -2.2509, -2.9972], [3.5531, -3.4968, -2.0845], [7.0845, -4.4444, -1.6051], [5.7630, -5.8682, -3.1194], [6.6714, -4.6303, -4.0261], [4.9313, -4.4106, -3.7161], [1.1529, -3.5822, -3.1954], [-5.8970, 3.9920, 4.5129], [-5.1471, 5.3340, 4.5280], [-5.2573, 5.9670, 5.9247], [-5.7679, 6.2792, 3.4860], [-3.6664, 5.0983, 4.1876]], "gap_ha": 0.06454, "charge": -2, "e_tot_ha": -3226.76132, "homo_energy_ev": -2.45, "spin_multiplicity": 1}



No. 5
{"formula": "C7H11Br2N2O2", "method": "ωB97M-V/def2-TZVPD", "species": ["C", "C", "C", "C", "C", "C", "C", "N", "N", "O", "O", "Br", "Br", "H", "H", "H", "H", "H", "H", "H", "H", "H", "H", "H"], "positions_angstrom": [[1.1692, -0.7150, 0.4830], [-0.2822, -0.7533, -0.4909], [1.1333, 0.2683, 1.5646], [0.2833, 1.5414, 1.3677], [-1.1132, 1.1339, 0.8469], [-0.4663, 1.4229, -1.5222], [-0.5684, -1.8989, -1.3512], [2.1083, -1.7067, 0.1550], [-1.0663, 0.3931, -0.4632], [1.9205, -2.2590, -0.9032], [2.8552, -1.9443, 1.0744], [-1.9038, -0.2779, 2.2062], [-2.5597, -2.0542, -1.6538], [0.8798, -0.2368, 2.5716], [2.1544, 0.6136, 1.6449], [0.2208, 1.9668, 2.3242], [0.7973, 2.3202, 0.8149], [-2.0016, 1.8670, 0.8235], [-0.9070, 2.3879, -1.4157], [0.5002, 1.3616, -1.3586], [-0.7061, 0.9489, -2.4498], [-0.2439, -2.7945, -1.0312], [-0.2525, -1.7687, -2.3629], [-1.9513, 0.1837, -0.8742]], "gap_ha": [0.30214, 0.28901], "charge": 1, "e_tot_ha": -5680.82939, "homo_energy_ev": [-13.48, -13.38], "spin_multiplicity": 1}



No. 6
{"formula": "C7H11Br9O2S", "method": "ωB97M-V/def2-TZVPD", "species": ["C", "C", "C", "S", "O", "O", "C", "H", "H", "H", "H", "H", "H", "H", "H", "C", "Br", "Br", "Br", "H", "C", "Br", "Br", "Br", "H", "C", "Br", "Br", "Br", "H"], "positions_angstrom": [[-1.0866, -1.6370, -0.1697], [-1.0727, -3.1700, -0.3970], [-2.3836, -3.8989, 0.1261], [-3.6159, -2.6205, -0.1717], [-4.2742, -2.2189, 1.0343], [-4.4214, -2.9067, -1.3369], [-2.4431, -1.3287, -0.6650], [-0.3814, -1.1491, -0.7998], [-0.8637, -1.4387, 0.8870], [-0.3165, -3.6696, 0.1775], [-1.0006, -3.3464, -1.5061], [-2.4488, -4.2469, 1.2049], [-2.5483, -4.7747, -0.5374], [-2.8859, -0.3884, -0.4530], [-2.3681, -1.3494, -1.8007], [6.9035, 1.7229, -0.3414], [6.6546, 3.1429, -1.6208], [7.7147, 2.4347, 1.2311], [7.9553, 0.2730, -1.0386], [5.9866, 1.2496, -0.1554], [-2.7540, 2.7611, 1.1223], [-2.0744, 2.1153, -0.5032], [-3.5049, 1.2796, 2.0806], [-4.1173, 4.1145, 0.7654], [-1.8152, 3.0987, 1.5628], [2.1723, 3.3207, 0.1968], [1.2606, 2.6766, 1.8560], [2.9083, 1.6974, -0.6432], [3.4519, 4.7153, 0.3524], [1.3690, 3.5413, -0.4574]], "gap_ha": 0.35455, "e_tot_ha": -23988.03070, "homo_energy_ev": -10.30, "spin_multiplicity": 1}



No. 7
{"formula": "C7H11BrN2", "method": "ωB97M-V/def2-TZVPD", "species": ["C", "C", "C", "C", "C", "C", "C", "N", "N", "Br", "H", "H", "H", "H", "H", "H", "H", "H", "H", "H", "H"], "positions_angstrom": [[-2.4912, -2.4176, -0.1380], [0.8654, -0.0054, 0.8937], [1.0147, -1.1961, -0.0541], [-1.4236, -1.4351, -0.3542], [-0.4506, 0.9201, 0.6028], [-1.6862, 0.0702, 0.5804], [-0.3056, 1.6568, -0.7669], [-3.4047, -3.0779, 0.1191], [-0.1989, -2.0391, 0.0679], [-3.3628, 0.7565, 0.0012], [0.6312, -0.3748, 1.9863], [1.7546, 0.7631, 0.8462], [1.0912, -0.8247, -1.1106], [2.0566, -1.5853, 0.0936], [-1.2866, -1.1543, -1.3342], [-0.4789, 1.6316, 1.3682], [-1.9130, -0.2306, 1.6051], [-1.2160, 2.1332, -1.3023], [0.1087, 1.0716, -1.6064], [0.4033, 2.6103, -0.6190], [-0.3585, -2.4373, 1.0328]], "gap_ha": 0.35852, "e_tot_ha": -2956.77984, "homo_energy_ev": -9.05, "spin_multiplicity": 1}



No. 8
{"formula": "C7H11BrSi", "method": "ωB97M-V/def2-TZVPD", "species": ["C", "C", "C", "C", "C", "C", "C", "Si", "Br", "H", "H", "H", "H", "H", "H", "H", "H", "H", "H", "H"], "positions_angstrom": [[-0.0063, -2.5104, 1.3313], [0.6057, -1.3867, 0.6838], [-1.3425, -2.4210, 1.2765], [-0.4069, -0.5223, 0.0814], [-1.6607, -1.1885, 0.4793], [1.3691, 0.9523, -2.0055], [0.5404, 2.4811, 0.4761], [-0.0385, 1.0910, -0.7576], [-1.9854, 1.8950, -1.6095], [0.5651, -3.3713, 1.7646], [1.6640, -1.0920, 0.6311], [-2.1081, -3.0370, 1.7471], [-2.2879, -1.4325, -0.3359], [-2.2334, -0.4101, 1.0340], [1.7036, 1.7885, -2.4802], [2.2841, 0.6091, -1.3860], [1.1101, 0.2704, -2.8980], [1.5617, 2.7543, 0.0274], [-0.0260, 3.4328, 0.5015], [0.6918, 2.0972, 1.4384]], "gap_ha": 0.33695, "e_tot_ha": -3136.84323, "homo_energy_ev": -8.57, "spin_multiplicity": 1}



No. 9
{"formula": "C7H11ClSi", "method": "ωB97M-V/def2-TZVPD", "species": ["C", "C", "C", "C", "C", "C", "C", "Si", "Cl", "H", "H", "H", "H", "H", "H", "H", "H", "H", "H", "H"], "positions_angstrom": [[-0.7396, -0.8473, -2.9582], [1.1475, -2.4924, 0.7159], [1.9815, 2.1578, -0.1459], [-0.6182, -1.2052, -1.6847], [1.0500, -1.1957, 0.8175], [0.8235, 1.6118, -0.4897], [-3.1756, -0.4928, 1.4053], [0.1335, -0.1377, -0.4774], [-3.2097, 1.1780, 1.0301], [-1.2330, -1.5073, -3.6269], [-0.6065, 0.1878, -3.3468], [1.6105, -2.9933, 1.5107], [0.6519, -3.0967, 0.0134], [2.3555, 3.1763, -0.4400], [2.7520, 1.5191, 0.3346], [-0.8773, -2.2076, -1.3339], [1.2088, -0.8206, 1.8193], [0.1436, 2.1854, -1.0588], [-2.2302, -0.7915, 1.8020], [-3.8032, -1.1323, 0.7507]], "gap_ha": [0.22336, 0.30397], "e_tot_ha": -1022.77893, "homo_energy_ev": [-6.20, -8.55], "spin_multiplicity": 1}



No. 10
{"formula": "C7H11ClSi", "method": "ωB97M-V/def2-TZVPD", "species": ["C", "C", "C", "C", "C", "C", "C", "Si", "Cl", "H", "H", "H", "H", "H", "H", "H", "H", "H", "H", "H"], "positions_angstrom": [[2.3282, -1.6658, 1.2393], [2.9207, -1.5077, -0.1206], [1.1214, -1.1205, 1.2595], [1.9551, -0.4951, -0.7387], [0.8592, -0.2933, 0.0832], [-0.9360, 1.9999, 0.9146], [-1.8425, -0.3001, -1.2937], [-0.5791, 0.8193, -0.5287], [4.7683, -1.5866, -0.0437], [2.7603, -2.3912, 1.9358], [2.7576, -2.3277, -0.7961], [0.2203, -1.4050, 1.8415], [2.1396, 0.1033, -1.7210], [-0.7744, 1.5667, 1.8554], [-0.1786, 2.6637, 0.9552], [-1.9677, 2.4100, 0.8337], [-1.7947, -1.2669, -0.6256], [-2.9164, -0.2047, -1.3250], [-1.5298, -0.4655, -2.3059], [0.0591, 1.5283, -1.6932]], "gap_ha": 0.33509, "e_tot_ha": -1022.93170, "homo_energy_ev": -8.79, "spin_multiplicity": 1}



No. 11
{"formula": "C7H11FN2", "method": "ωB97M-V/def2-TZVPD", "species": ["C", "C", "C", "C", "C", "C", "C", "N", "N", "F", "H", "H", "H", "H", "H", "H", "H", "H", "H", "H", "H"], "positions_angstrom": [[-0.1462, 1.6984, -0.2371], [0.8589, -1.7431, -0.2191], [0.1060, -0.6950, 0.0235], [0.1799, 0.0642, 2.5551], [-0.5764, -0.5333, 1.4115], [0.8002, 0.4631, -2.1553], [-0.1063, 0.4261, -0.9318], [-0.1452, 2.7497, 0.1723], [-1.5494, 0.3980, -1.2918], [2.0836, 0.8424, -1.8068], [1.4649, -1.8770, -1.1448], [1.0841, -2.3796, 0.6321], [1.2767, -0.1998, 2.6513], [-0.2665, -0.1509, 3.5951], [0.1590, 1.2039, 2.6156], [-1.4632, 0.1758, 1.0751], [-0.8552, -1.5198, 1.6846], [0.3940, 1.3384, -2.7859], [0.7195, -0.5141, -2.6907], [-2.0134, 0.6682, -2.1860], [-2.0050, -0.4155, -0.9669]], "gap_ha": 0.39105, "e_tot_ha": -482.61370, "homo_energy_ev": -9.79, "spin_multiplicity": 1}



No. 12
{"formula": "C7H11FN2", "method": "ωB97M-V/def2-TZVPD", "species": ["C", "C", "C", "C", "C", "C", "C", "N", "N", "F", "H", "H", "H", "H", "H", "H", "H", "H", "H", "H", "H"], "positions_angstrom": [[-3.1804, 1.2775, -0.5414], [-3.4851, 0.8375, 0.7123], [-2.2898, 0.1686, -1.0735], [2.4447, 1.6291, 0.8069], [2.7841, -0.8384, 0.1365], [-1.2705, -1.6887, 0.2249], [2.1068, 0.5036, 0.1735], [-2.6394, -0.1150, 1.1567], [-1.9386, -0.5720, 0.1425], [1.0950, 0.5833, -0.7049], [-3.8500, 1.8348, -1.1453], [-4.1884, 1.1442, 1.3359], [-2.8808, -0.6078, -1.6874], [3.3554, 1.7095, 1.3939], [1.8945, 2.5414, 0.8201], [-1.3261, 0.4537, -1.6336], [2.3195, -1.5953, 0.8678], [3.7771, -0.8641, 0.2223], [2.6511, -1.4134, -0.7198], [-1.0004, -2.1636, -0.7498], [-1.2201, -2.2770, 1.2184]], "gap_ha": [0.26774, 0.26789], "e_tot_ha": -482.52640, "homo_energy_ev": [-6.88, -6.88], "spin_multiplicity": 1}



- Number 8 is which compound?
  C7H11BrSi